1.
{
  "formula": "C3H2O2Sm",
  "method": "the ωB97M-V functional and the def2-TZVPD basis",
  "species": ["O", "C", "C", "O", "C", "Sm", "H", "H"],
  "coordinates": [[-0.435, 1.018, -0.556], [0.037, 1.050, -1.825], [0.491, -0.156, -2.196], [0.320, -1.071, -1.172], [-0.373, -0.510, -0.150], [0.397, -0.121, 2.290], [-0.317, 1.846, -2.476], [0.699, -0.562, -3.180]],
  "forces_ev_per_a": [[-0.2, -3.3, 0.7], [-0.6, -0.9, -0.5], [-0.5, 0.4, -0.6], [-1.6, 1.1, 1.1], [2.0, 2.4, -1.3], [-0.2, 0.0, -0.1], [0.8, 0.1, 0.3], [0.4, 0.1, 0.4]],
  "total_charge": 1,
  "homo_energy_ev": [-9.42, -13.30],
  "spin_multiplicity": 8,
  "e_above_lowest_kcal_mol": 34.3,
  "s2": 15.760,
  "largest_force_ev_per_a": 3.40,
  "total_energy_ha": -923.5347
}


2.
{
  "formula": "C66H74ClNO4PS",
  "method": "the ωB97M-V functional and the def2-TZVPD basis",
  "species": ["O", "P", "C", "N", "C", "C", "C", "C", "C", "S", "O", "O", "O", "C", "C", "C", "C", "C", "C", "Cl", "H", "H", "H", "H", "H", "H", "H", "H", "H", "H", "H", "H", "H", "H", "H", "H", "H", "H", "H", "H", "C", "C", "C", "C", "C", "C", "H", "H", "H", "H", "H", "H", "C", "C", "C", "C", "C", "C", "H", "H", "H", "H", "H", "H", "C", "C", "C", "C", "C", "C", "H", "H", "H", "H", "H", "H", "C", "C", "C", "C", "C", "C", "H", "H", "H", "H", "H", "H", "C", "C", "C", "C", "C", "C", "H", "H", "H", "H", "H", "H", "C", "C", "C", "C", "C", "C", "H", "H", "H", "H", "H", "H", "C", "C", "C", "C", "C", "C", "H", "H", "H", "H", "H", "H", "C", "C", "C", "C", "C", "C", "H", "H", "H", "H", "H", "H", "C", "C", "C", "C", "C", "C", "H", "H", "H", "H", "H", "H"],
  "coordinates": [[4.474, 0.029, 3.994], [3.420, 0.252, 3.016], [2.410, 1.683, 3.511], [1.701, 1.481, 4.627], [0.923, 2.363, 5.137], [0.139, 2.093, 6.339], [-1.359, 2.324, 6.140], [-1.956, 1.707, 4.875], [-3.029, 2.535, 4.213], [-2.352, 4.012, 3.625], [-1.958, 4.876, 4.670], [-1.353, 3.687, 2.678], [-3.566, 4.603, 2.885], [0.850, 3.530, 4.547], [1.524, 3.760, 3.471], [2.309, 2.822, 2.921], [2.983, 3.202, 1.649], [1.935, 3.202, 0.547], [1.904, 1.914, -0.200], [0.583, 1.961, -1.372], [2.513, -0.822, 3.003], [3.826, 0.504, 1.708], [1.786, 0.578, 5.077], [0.476, 2.780, 7.089], [0.311, 1.121, 6.757], [-1.553, 3.371, 6.243], [-1.847, 1.855, 6.964], [-2.431, 0.798, 5.168], [-1.234, 1.439, 4.123], [-3.378, 2.014, 3.346], [-3.892, 2.668, 4.824], [-3.325, 5.479, 2.557], [0.220, 4.268, 4.974], [1.431, 4.704, 2.992], [3.795, 2.548, 1.421], [3.327, 4.201, 1.781], [0.961, 3.380, 0.954], [2.138, 3.973, -0.170], [1.712, 1.079, 0.443], [2.806, 1.806, -0.763], [0.002, -3.616, -4.019], [0.391, -3.676, -2.688], [0.444, -2.517, -1.927], [0.106, -1.295, -2.494], [-0.278, -1.237, -3.827], [-0.332, -2.396, -4.589], [-0.040, -4.522, -4.610], [0.651, -4.628, -2.243], [0.750, -2.566, -0.889], [0.136, -0.387, -1.900], [-0.543, -0.287, -4.273], [-0.633, -2.348, -5.628], [-1.156, -9.031, -6.365], [-2.112, -8.050, -6.589], [-1.722, -6.733, -6.781], [-0.377, -6.399, -6.760], [0.581, -7.379, -6.539], [0.190, -8.695, -6.337], [-1.460, -10.057, -6.212], [-3.162, -8.312, -6.612], [-2.468, -5.967, -6.950], [-0.073, -5.371, -6.917], [1.631, -7.119, -6.524], [0.935, -9.460, -6.161], [-1.371, 2.384, -5.419], [-2.016, 1.573, -6.341], [-2.329, 2.067, -7.599], [-1.989, 3.369, -7.936], [-1.340, 4.178, -7.014], [-1.035, 3.687, -5.754], [-1.129, 1.999, -4.436], [-2.277, 0.555, -6.079], [-2.837, 1.438, -8.317], [-2.229, 3.753, -8.918], [-1.074, 5.193, -7.279], [-0.533, 4.319, -5.033], [-5.687, -7.246, -3.974], [-6.642, -6.264, -4.200], [-6.252, -4.947, -4.393], [-4.905, -4.613, -4.369], [-3.950, -5.595, -4.147], [-4.341, -6.911, -3.946], [-5.992, -8.272, -3.821], [-7.692, -6.526, -4.224], [-6.997, -4.182, -4.563], [-4.599, -3.586, -4.524], [-2.899, -5.334, -4.130], [-3.596, -7.675, -3.768], [5.309, -3.625, -6.860], [5.391, -2.489, -6.069], [4.416, -2.237, -5.113], [3.364, -3.126, -4.945], [3.285, -4.263, -5.735], [4.255, -4.512, -6.695], [6.067, -3.820, -7.607], [6.214, -1.798, -6.198], [4.474, -1.347, -4.500], [2.606, -2.934, -4.198], [2.464, -4.957, -5.600], [4.191, -5.397, -7.314], [6.000, -2.508, 1.774], [7.240, -1.956, 1.488], [7.666, -1.857, 0.172], [6.849, -2.301, -0.858], [5.607, -2.850, -0.574], [5.184, -2.957, 0.744], [5.670, -2.588, 2.802], [7.874, -1.604, 2.291], [8.636, -1.434, -0.051], [7.182, -2.222, -1.883], [4.972, -3.196, -1.379], [4.217, -3.392, 0.968], [-0.214, 7.329, 5.190], [0.553, 8.131, 6.022], [1.586, 8.895, 5.496], [1.848, 8.862, 4.134], [1.081, 8.061, 3.299], [0.053, 7.292, 3.828], [-1.013, 6.734, 5.601], [0.344, 8.160, 7.084], [2.186, 9.517, 6.147], [2.649, 9.461, 3.723], [1.283, 8.039, 2.236], [-0.543, 6.664, 3.177], [-1.228, -5.026, 0.617], [-1.448, -5.953, 1.626], [-2.613, -6.706, 1.633], [-3.553, -6.538, 0.626], [-3.330, -5.614, -0.384], [-2.171, -4.855, -0.387], [-0.319, -4.436, 0.611], [-0.711, -6.089, 2.407], [-2.787, -7.426, 2.422], [-4.459, -7.130, 0.628], [-4.062, -5.484, -1.171], [-1.999, -4.130, -1.173], [-2.420, 8.984, 8.382], [-2.739, 7.634, 8.362], [-3.252, 7.025, 9.499], [-3.453, 7.768, 10.652], [-3.136, 9.119, 10.671], [-2.616, 9.726, 9.537], [-2.018, 9.458, 7.496], [-2.589, 7.055, 7.459], [-3.498, 5.971, 9.485], [-3.857, 7.296, 11.537], [-3.295, 9.699, 11.570], [-2.366, 10.778, 9.553]],
  "forces_ev_per_a": [[1.0, -0.1, 0.9], [0.1, -0.3, 0.0], [0.8, -4.5, 0.7], [1.0, -2.6, 0.0], [-1.0, -1.8, 2.8], [-0.7, -0.3, 0.6], [0.3, -0.3, -0.1], [0.0, 0.3, 0.4], [0.0, -0.5, -0.2], [-0.1, -0.5, -0.2], [0.1, 1.1, 1.3], [1.2, -0.5, -1.2], [-1.1, 0.3, -0.4], [-2.3, 3.1, 1.9], [0.4, 2.8, -2.2], [1.8, 2.3, -3.5], [-0.8, -0.2, 0.0], [0.3, 0.1, -0.2], [-0.4, 0.2, -0.3], [-0.4, 0.2, -0.3], [-0.3, 0.2, -0.4], [-0.3, -0.1, -0.3], [0.0, -0.1, 0.2], [0.3, 0.5, 0.6], [0.3, -0.8, 0.0], [-0.2, 0.6, -0.2], [-0.4, -0.2, 0.8], [-0.3, -0.8, 0.0], [0.5, 0.0, -0.3], [-0.2, -0.3, -0.7], [-0.5, 0.6, 0.7], [-0.2, 0.4, -0.2], [-0.4, 0.6, 0.2], [0.0, 0.8, -0.3], [0.7, -0.2, -0.3], [0.7, 0.7, 0.0], [-0.7, 0.3, 0.3], [0.1, 0.6, -0.3], [0.1, -0.6, 0.3], [0.6, -0.4, -0.2], [-0.1, -0.1, 0.0], [0.0, -0.1, 0.0], [0.0, 0.0, 0.0], [0.0, 0.0, 0.1], [0.0, 0.0, 0.0], [0.0, 0.0, 0.0], [0.0, 0.0, 0.0], [0.0, 0.0, 0.0], [0.0, 0.0, 0.0], [0.0, -0.3, -0.2], [0.0, 0.0, 0.0], [0.0, 0.0, 0.0], [0.0, 0.0, 0.0], [0.0, 0.0, 0.0], [0.0, 0.1, 0.0], [0.0, 0.1, 0.0], [0.0, 0.0, 0.0], [0.0, 0.0, 0.0], [0.0, 0.0, 0.0], [0.0, 0.0, 0.0], [0.0, 0.0, 0.0], [0.0, 0.0, 0.0], [0.0, 0.0, 0.0], [0.0, 0.0, 0.0], [0.0, 0.0, 0.0], [0.0, 0.0, 0.0], [0.0, 0.0, 0.0], [0.0, 0.0, 0.0], [0.0, 0.0, 0.0], [0.0, 0.0, 0.0], [0.0, 0.0, 0.0], [0.0, 0.0, 0.0], [0.0, 0.0, 0.0], [0.0, 0.0, 0.0], [0.0, 0.0, 0.0], [0.0, 0.0, 0.0], [0.0, 0.0, 0.0], [0.0, 0.0, 0.0], [0.0, 0.0, 0.0], [0.0, 0.0, 0.0], [0.1, 0.0, 0.0], [0.0, 0.0, 0.0], [0.0, 0.0, 0.0], [0.0, 0.0, 0.0], [0.0, 0.0, 0.0], [0.0, 0.0, 0.0], [0.0, 0.0, 0.0], [0.0, 0.0, 0.0], [0.0, 0.0, 0.0], [0.0, 0.0, 0.0], [0.0, 0.0, 0.0], [0.0, 0.1, 0.1], [0.0, 0.0, 0.0], [0.0, 0.0, 0.0], [0.0, 0.0, 0.0], [0.0, 0.0, 0.0], [0.0, 0.0, 0.0], [0.0, 0.0, 0.0], [0.0, 0.0, 0.0], [0.0, 0.0, 0.0], [-0.1, 0.0, 0.1], [0.0, 0.0, 0.0], [0.0, 0.0, 0.0], [0.0, 0.0, 0.0], [0.0, 0.0, -0.1], [0.0, 0.1, 0.0], [0.0, 0.0, 0.0], [0.0, 0.0, 0.0], [0.0, 0.0, 0.0], [0.0, 0.0, -0.1], [0.0, 0.0, 0.0], [0.0, 0.0, 0.0], [0.1, 0.0, 0.0], [0.0, 0.0, 0.1], [0.0, 0.0, 0.0], [0.0, 0.0, 0.0], [0.0, 0.0, 0.0], [0.0, 0.0, 0.0], [-0.1, 0.0, 0.0], [0.0, 0.0, 0.0], [0.0, 0.0, 0.0], [0.0, 0.0, 0.0], [0.0, 0.0, 0.0], [0.0, 0.0, 0.0], [0.0, 0.0, 0.0], [0.0, 0.0, 0.0], [0.0, 0.0, 0.0], [0.0, 0.0, 0.0], [-0.1, 0.0, 0.0], [0.0, 0.1, 0.0], [0.0, 0.0, 0.0], [0.0, 0.0, 0.0], [0.0, 0.0, 0.0], [0.0, 0.0, 0.0], [0.0, 0.0, 0.0], [0.0, 0.0, 0.0], [0.0, 0.0, -0.1], [0.0, 0.0, 0.0], [0.0, 0.0, 0.0], [0.0, 0.0, 0.0], [0.0, 0.0, 0.0], [0.0, 0.0, 0.0], [0.0, 0.0, 0.0], [0.0, 0.0, 0.0], [0.0, 0.0, 0.0], [0.0, 0.0, 0.0], [0.0, 0.0, 0.0], [0.0, 0.0, 0.0]],
  "total_charge": 1,
  "homo_energy_ev": -10.36,
  "largest_force_ev_per_a": 4.60,
  "total_energy_ha": -4114.5210
}